(1)
Computed, not measured: C32H26LaN5O11P2S2 as an isolated structure in a non-equilibrium geometry, with ωB97M-V/def2-TZVPD.

Structure (XYZ):
```
79
Properties=species:S:1:pos:R:3:forces:R:3:mulliken_charge:R:1
La 9.4565 -15.6599 4.5247 -0.8 -2.0 -1.3 2.45
O 9.7501 -13.5551 8.3154 -1.4 -0.7 -2.0 -0.89
C 9.0826 -14.0163 7.3091 1.4 -0.6 2.0 0.29
O 8.9641 -15.2220 6.9790 0.1 0.4 0.6 -0.41
C 8.5230 -13.0312 6.3604 -0.9 1.6 -1.2 0.73
C 8.6781 -11.6650 6.6334 0.2 0.5 0.7 -0.75
C 8.1595 -10.7212 5.7454 -0.7 -1.3 -0.1 -0.60
C 7.5976 -11.1876 4.5251 0.4 1.2 0.2 -0.97
C 7.7424 -12.5289 4.2400 -0.3 -1.4 0.5 0.49
N 8.0059 -13.4626 5.1882 1.7 1.2 0.4 -0.13
C 7.8216 -13.1513 2.8648 0.9 -1.2 -0.7 0.58
O 7.4533 -12.4589 1.7904 0.0 0.7 0.3 -0.46
O 8.3638 -14.2502 2.7065 -1.6 2.2 0.3 -0.16
H 11.0381 -14.3058 8.3250 -0.8 0.4 0.2 0.45
H 9.1854 -11.3925 7.5981 -0.6 -0.2 -1.2 0.42
H 8.1276 -9.6852 6.0367 0.1 0.2 -0.2 0.50
H 7.1084 -10.4746 3.8210 0.7 -0.6 0.5 0.38
H 7.3556 -11.4979 1.9723 -0.1 -0.9 0.0 0.32
S 11.6136 -17.5187 3.0147 0.0 -0.3 -0.3 -0.41
C 11.6339 -16.1457 2.0480 -0.2 2.2 -0.2 0.25
N 11.1169 -14.9751 2.5004 1.3 -1.2 0.0 0.15
C 11.4611 -13.8870 1.7272 -1.0 0.6 1.1 -0.40
C 11.2165 -12.5407 2.1397 0.1 -1.5 0.0 -0.47
C 11.3644 -11.5821 1.1634 -0.2 0.6 -0.8 -0.60
C 11.7094 -11.9184 -0.1514 0.8 -1.8 -0.6 -0.72
C 12.1199 -13.2663 -0.4920 -0.3 3.0 -0.3 -0.36
C 12.0211 -14.2023 0.4817 -0.2 -0.7 0.6 0.62
S 12.3703 -15.9014 0.3718 -0.5 -0.5 1.4 -0.28
H 10.9271 -12.3003 3.1923 0.2 -0.3 -1.1 0.40
H 11.1504 -10.5421 1.3919 0.0 0.0 0.0 0.40
H 11.6942 -11.1969 -0.9610 0.2 0.2 0.3 0.38
H 12.5275 -13.4921 -1.4810 -0.3 0.1 0.3 0.39
N 11.0381 -24.6451 5.6207 -1.1 1.3 -0.4 -0.50
C 10.3280 -23.7525 5.3873 1.4 -1.8 1.2 0.01
C 9.5178 -22.6280 5.0902 0.6 1.1 -0.9 0.63
C 9.0869 -21.6798 6.0132 -0.5 0.2 1.0 -1.16
C 8.5035 -20.4850 5.5531 -0.2 0.2 0.0 -0.15
C 8.2500 -20.3020 4.1772 -1.4 -0.8 -1.1 0.87
C 8.6086 -21.3254 3.2785 0.3 0.3 0.8 -0.50
C 9.3881 -22.3656 3.7195 -0.7 0.1 1.2 -1.18
C 7.5743 -19.0794 3.6256 -0.9 1.9 1.0 1.20
C 6.6987 -18.2960 4.5165 0.8 0.6 0.1 -0.86
C 5.6306 -18.7983 5.2663 0.5 -1.3 1.0 -0.59
C 5.3581 -17.8869 6.2995 0.8 0.6 -0.5 -0.93
C 6.2412 -16.8029 6.0339 -0.8 -0.6 -0.4 -0.51
N 6.9771 -16.9635 4.8938 0.2 -0.8 1.3 0.03
C 7.8991 -18.4980 2.3948 1.2 -0.7 -0.4 -0.41
C 8.1180 -19.1591 1.1420 1.2 0.1 -1.0 -0.67
C 8.6188 -18.2029 0.2560 -1.3 -0.9 1.8 -1.35
C 8.6014 -17.0012 0.9932 0.0 0.9 0.1 -0.31
N 8.2031 -17.1409 2.2430 -0.6 0.2 0.4 0.16
H 9.1601 -21.9002 7.1092 0.0 0.3 -1.1 0.44
H 8.2177 -19.6779 6.2486 0.0 -0.6 -0.4 0.76
H 8.2823 -21.3194 2.2599 0.3 0.3 -0.2 0.28
H 9.9073 -23.0205 3.0837 0.1 -0.9 -1.1 0.53
H 5.2103 -19.8041 5.1317 0.2 0.5 0.2 0.46
H 4.7474 -18.0070 7.2003 0.0 0.1 -0.7 0.38
H 6.2939 -15.9421 6.6831 0.3 0.3 -0.3 0.47
H 7.8843 -20.1881 0.8682 0.1 0.5 0.2 0.59
H 8.9145 -18.3211 -0.7439 0.1 -0.2 -1.1 0.54
H 8.7963 -16.0091 0.5861 0.4 -0.2 0.3 0.56
C 13.2109 -17.4560 8.5832 0.5 -2.1 -0.3 -1.77
C 12.5748 -17.2520 7.2086 0.7 0.5 -1.0 1.15
O 13.5875 -17.7518 6.2985 -0.7 0.0 -0.1 -0.59
P 10.9187 -18.0679 7.0231 -1.5 0.3 -2.6 0.35
O 11.3355 -19.5751 6.9456 -1.0 -1.1 0.0 -0.56
O 10.1485 -17.8965 8.3994 0.4 0.2 -0.3 -0.63
O 10.0506 -17.6023 5.8219 2.1 -1.3 2.9 0.02
P 12.3743 -15.4295 6.9456 -1.4 -0.1 -2.3 0.52
O 13.8416 -14.9383 6.7245 0.8 0.7 -0.2 -0.52
O 11.8617 -14.8857 8.2922 0.8 -0.5 0.1 -0.61
O 11.5374 -15.0863 5.7064 1.0 0.0 1.7 -0.28
H 13.5127 -18.5503 8.6156 -0.3 1.2 0.0 0.40
H 12.5561 -17.2726 9.4142 -0.3 0.3 0.2 0.33
H 14.1307 -16.8740 8.6441 -0.1 0.1 0.0 0.42
H 13.3807 -17.7869 5.3347 -0.5 0.4 0.9 0.33
H 10.6391 -20.2773 6.7190 1.1 1.4 0.2 0.28
H 9.7920 -16.9923 8.4338 -0.4 0.1 0.1 0.41
H 14.0026 -14.4089 5.9171 -0.3 -0.5 0.5 0.38
```
Forces are in eV/Å.

Output
Orbital gap: 5.0531 eV
HOMO energy: -6.6 eV
Charge: 0
Lowest unoccupied orbital energy: -1.56 eV

---

(2)
Computed, not measured: C32H26N2O3RuS as an isolated structure in a non-equilibrium geometry, with ωB97M-V/def2-TZVPD.

Structure (XYZ):
```
65
Properties=species:S:1:pos:R:3:forces:R:3:mulliken_charge:R:1
Ru 7.0094 11.6080 9.6770 -1.3 1.4 3.9 -0.48
S 11.1821 12.9964 9.2061 0.3 0.4 1.5 -0.23
C 11.0878 12.4394 10.8604 0.7 -0.2 -0.1 -0.55
C 9.8526 12.0285 11.2261 -0.9 -0.5 -0.4 -0.64
C 8.8562 12.2389 10.2057 2.6 1.3 -0.4 0.29
C 9.4963 12.8900 9.1523 -1.8 -0.6 -0.5 0.19
C 8.6367 13.3664 8.0823 1.1 0.4 1.0 1.19
C 9.0254 14.4160 7.2361 -0.7 -1.1 -0.6 -1.14
C 8.1779 14.7454 6.2005 -0.1 -0.2 0.6 -0.41
C 6.8729 14.1779 6.2092 1.6 0.6 0.2 -1.03
C 6.5262 13.2877 7.1845 -0.4 -0.5 0.2 -0.42
N 7.4031 12.8376 8.1128 -0.2 0.8 -1.4 0.47
H 11.9625 12.3914 11.4876 0.2 0.0 -0.2 0.54
H 9.6117 11.5180 12.1504 0.2 0.2 0.2 0.41
H 10.0021 14.8332 7.3785 0.3 0.2 -0.1 0.50
H 8.5709 15.4354 5.4542 -0.6 0.0 0.0 0.42
H 6.1737 14.4798 5.4837 -0.8 0.2 -0.7 0.48
H 5.5267 12.8581 7.2257 0.2 0.1 0.1 0.51
C 12.1116 6.9592 10.2924 0.2 0.7 -1.3 -0.73
O 10.8931 6.2210 10.0774 1.2 0.2 -0.2 -0.48
C 9.8150 7.0070 10.3469 -0.4 0.3 -0.5 0.03
C 9.1347 6.6931 11.5116 0.1 0.5 -0.3 -0.41
C 8.1685 7.5384 11.9825 -0.4 0.9 -0.5 -1.47
C 7.8816 8.7734 11.3458 -0.6 0.5 -1.2 1.35
C 7.0482 9.7130 12.0003 0.0 0.5 -1.0 0.47
C 6.7702 9.5534 13.4286 0.8 -0.1 1.0 -2.21
O 6.4749 10.7844 11.4610 1.1 -1.0 -0.4 -0.01
C 8.4185 8.9604 9.9498 -0.3 1.3 0.4 0.29
O 8.1158 9.9987 9.1440 0.2 -2.3 1.7 -0.38
C 9.3943 8.0745 9.5228 0.6 -0.9 -0.3 -0.43
H 12.9513 6.2924 10.4280 -0.1 -0.5 0.2 0.28
H 12.0491 7.6588 11.1349 -0.2 -0.3 0.0 0.30
H 12.3528 7.5507 9.3736 -0.3 -0.2 0.6 0.27
H 9.4044 5.8202 12.0753 0.1 -0.3 0.0 0.49
H 7.6019 7.2343 12.8243 -0.3 0.0 0.8 0.38
H 6.3363 8.6131 13.6854 -0.7 -0.8 0.1 0.56
H 6.1311 10.3355 13.7745 -0.4 0.5 0.2 0.41
H 7.6913 9.5537 14.0393 -0.1 0.2 -0.3 0.36
H 9.7908 8.2305 8.5093 0.1 -0.1 0.6 0.52
C 5.7496 13.0952 10.6333 -0.6 -0.8 -2.7 -1.40
C 6.3684 14.1172 11.4223 0.5 2.7 2.5 0.71
C 6.9390 13.7683 12.6671 0.2 -0.7 -0.4 -0.15
C 7.5332 14.7181 13.4857 -0.3 -0.1 -1.3 -0.93
C 7.5599 16.0655 13.0631 -0.4 -0.8 1.2 0.55
C 6.7456 16.4943 12.0406 -0.1 -1.2 -1.4 -0.87
C 6.2003 15.5290 11.1981 -0.3 -1.9 -1.0 -0.45
C 8.3804 16.9689 13.7849 0.8 1.2 1.0 0.07
N 9.0952 17.6766 14.3592 -0.6 -0.6 -0.5 -0.55
H 5.2560 13.5405 9.7487 0.0 -0.1 0.3 0.64
H 4.9724 12.5547 11.1765 0.5 0.1 0.1 0.68
H 6.9458 12.6761 12.8858 0.1 1.0 0.2 0.29
H 7.9702 14.4183 14.4129 0.5 0.0 0.3 0.50
H 6.5678 17.5180 11.8179 0.2 0.7 0.0 0.50
H 5.6267 15.7444 10.2692 0.4 0.4 0.9 0.32
C 3.2790 9.3820 7.7594 -0.2 0.3 -0.9 -0.38
C 3.1511 9.9949 8.9983 1.9 -0.3 -1.4 -0.90
C 4.2428 10.7287 9.4275 0.2 1.0 1.8 0.14
C 5.4676 10.7392 8.7957 -0.6 -1.4 -2.0 0.75
C 5.6194 10.0229 7.5863 -0.3 1.0 0.8 -0.04
C 4.4891 9.5155 7.0047 -1.4 -1.2 -0.1 -0.69
H 2.4050 8.8540 7.3463 0.6 0.2 0.0 0.34
H 2.3616 9.8485 9.6668 -1.4 -0.1 0.5 0.49
H 4.2001 11.3028 10.3798 -0.5 -0.9 -0.9 -0.12
H 6.6123 9.9153 7.1616 -0.2 0.1 -0.3 0.43
H 4.5323 9.1396 5.9745 -0.1 -0.2 0.5 0.37
```
Forces are in eV/Å.

Output
Orbital gap (alpha / beta): 5.5389 / 5.0565 eV
HOMO energy (alpha / beta): -5.8 / -8.0 eV
Spin multiplicity: 5
Relative energy (zero: lowest compared OMol25 entry of this formula, charge and spin): 0.000 eV
Charge: 0
Lowest unoccupied orbital energy (alpha / beta): -0.30 / -2.98 eV
⟨S²⟩: 6.032

---

(3)
Computed, not measured: C32H26NO2S8Sr as an isolated structure in a non-equilibrium geometry, with ωB97M-V/def2-TZVPD.

Structure (XYZ):
```
70
Properties=species:S:1:pos:R:3:forces:R:3:mulliken_charge:R:1
Sr -0.5733 -0.2731 -1.8418 -1.2 1.2 -1.2 1.66
S -0.5429 4.6222 -0.3541 -0.1 0.0 0.1 -0.48
C 0.9491 4.4485 -1.2113 0.0 0.0 0.0 1.23
C 1.9812 5.3704 -1.3670 0.0 0.0 -0.1 -0.65
C 3.0810 4.9978 -2.1222 0.0 0.0 0.0 -0.46
C 3.1424 3.7272 -2.7067 0.0 -0.1 0.0 -0.85
C 2.1191 2.8098 -2.5409 0.0 -0.1 -0.1 -0.01
C 1.0087 3.1735 -1.7783 -0.3 -0.3 0.1 -1.11
N -0.1017 2.3574 -1.5072 0.2 0.4 0.1 -0.01
C -0.9987 2.9759 -0.7894 0.2 -0.1 -0.1 0.08
C -2.2971 2.4057 -0.3513 0.2 0.0 0.0 1.69
C -3.1713 3.2268 0.3774 0.0 0.0 -0.1 -0.72
C -4.3963 2.7405 0.7925 0.0 0.0 0.0 -0.69
C -4.7425 1.4327 0.4575 0.0 0.1 0.0 -0.67
C -3.8578 0.6457 -0.2670 0.0 0.0 -0.1 -0.61
C -2.5847 1.0682 -0.7005 -0.2 0.1 0.3 -0.78
H 1.9186 6.3573 -0.9228 0.0 -0.1 0.0 0.40
H 3.8963 5.7002 -2.2670 -0.1 -0.1 0.0 0.37
H 4.0077 3.4501 -3.2997 -0.1 0.0 0.0 0.44
H 2.1699 1.8153 -2.9802 0.0 0.1 0.0 0.42
H -2.9046 4.2539 0.6151 0.0 0.0 0.0 0.31
H -5.0772 3.3705 1.3545 0.0 0.0 0.0 0.38
H -5.7091 1.0353 0.7610 0.1 0.0 0.0 0.36
H -4.1955 -0.3576 -0.5218 0.0 0.0 0.0 0.40
O -0.6497 -0.2634 2.9204 -0.1 -0.1 0.1 -0.28
S -1.2571 -1.1125 3.9840 0.0 0.3 -0.2 -0.05
C -0.1205 -2.4806 4.2777 0.2 -0.1 0.1 -0.95
C 0.4257 -3.1015 2.9941 0.1 -0.1 0.0 -0.41
C 1.6481 -2.3558 2.4599 0.1 0.1 0.0 -0.38
C 2.1790 -2.9192 1.1419 -0.2 -0.2 -0.1 -0.98
S 1.7129 -2.0984 -0.4252 0.0 -0.1 0.7 0.52
O 0.2351 -1.7496 -0.3127 1.0 -1.1 1.0 -0.42
C 2.5834 -0.5721 -0.0790 0.0 0.1 -0.1 0.54
C 1.9132 0.4823 0.5220 -0.1 0.0 0.0 0.00
C 2.6082 1.6584 0.7792 0.0 0.0 0.0 -1.22
C 3.9517 1.7623 0.4441 0.0 0.0 0.0 -0.55
C 4.6078 0.6971 -0.1687 0.0 0.1 0.0 -0.68
C 3.9206 -0.4741 -0.4468 -0.1 0.0 0.0 -0.57
C -2.4993 -2.1569 3.2355 -0.3 0.1 0.0 0.41
C -2.5919 -2.2252 1.8593 -0.1 0.0 -0.1 -0.50
C -3.5281 -3.0839 1.2892 0.0 0.1 0.1 -0.69
C -4.3737 -3.8321 2.0973 0.0 0.0 0.0 -0.66
C -4.2902 -3.7301 3.4826 0.0 0.0 0.0 -0.48
C -3.3505 -2.8881 4.0573 0.0 0.0 0.0 -0.40
H -0.6967 -3.1861 4.8840 0.1 0.0 0.0 0.48
H 0.6807 -2.0667 4.8970 0.0 -0.1 0.0 0.47
H -0.3474 -3.1490 2.2239 0.1 0.0 0.1 0.12
H 0.7109 -4.1327 3.2182 0.0 -0.1 -0.1 0.44
H 2.4461 -2.4433 3.2012 0.1 0.1 0.0 0.35
H 1.4168 -1.2952 2.3771 0.0 0.0 -0.1 0.11
H 1.8649 -3.9593 1.0072 0.0 0.0 0.0 0.50
H 3.2705 -2.8961 1.0936 0.0 0.0 0.0 0.53
H 0.8617 0.3939 0.7881 0.1 0.0 0.0 0.50
H 2.0898 2.4970 1.2300 0.0 0.0 0.0 0.43
H 4.4827 2.6892 0.6307 0.0 -0.1 0.0 0.39
H 5.6452 0.7965 -0.4693 -0.1 0.0 0.0 0.41
H 4.3996 -1.2883 -0.9794 0.0 0.0 0.0 0.43
H -1.9253 -1.6190 1.2562 0.0 0.0 0.0 0.73
H -3.5935 -3.1606 0.2125 0.0 0.0 0.0 0.52
H -5.1083 -4.4915 1.6486 0.1 0.0 0.0 0.38
H -4.9592 -4.3057 4.1128 0.0 0.0 0.0 0.37
H -3.2800 -2.7988 5.1385 0.0 0.0 -0.1 0.42
S 1.5892 -0.3498 -9.0956 0.0 0.0 0.0 -0.35
C 1.1513 -0.5738 -7.5081 0.0 -0.1 0.1 0.09
S -0.4257 -0.9809 -6.9813 -0.2 0.0 0.0 -0.19
C -0.1521 -1.0661 -5.2447 -0.2 0.0 0.0 -0.17
C 1.1202 -0.8049 -4.8711 0.2 0.0 0.1 0.25
S 1.8267 -0.7949 -3.2580 0.6 0.0 -0.5 -0.59
S 2.2295 -0.4435 -6.1832 0.1 0.1 0.1 -0.07
S -1.5438 -1.4810 -4.2698 0.0 -0.1 -0.2 -0.51
```
Forces are in eV/Å.

Output
Orbital gap: 5.3558 eV
HOMO energy: -3.6 eV
Relative energy (zero: lowest compared OMol25 entry of this formula, charge and spin): 0.929 eV
Charge: -1
Lowest unoccupied orbital energy: 1.79 eV

---

| no. | energy (a.u.) |
| --- | --- |
| 1 | -3847.4841 |
| 2 | -2063.0575 |
| 3 | -4656.5917 |